(1)
The following is a DFT calculation (ωB97M-V/def2-TZVPD) of a 2-piece molecular cluster, HN3O overall at a distorted geometry.

The geometry in XYZ format:
```
5
Properties=species:S:1:pos:R:3:mulliken_charge:R:1
N -0.43307 1.37032 -1.84242 0.123
N -0.97866 1.63407 -2.77811 -0.127
N -0.79911 -0.16693 -0.25224 0.045
O -1.53349 0.02473 0.72612 -0.256
H 0.12375 -0.19996 -0.03425 0.215
```

The molecular weight is 59.03 g/mol. As for the SMILES: N#N.N=O. As for the total charge: 0. The value obtained for the largest force on an atom is 7.2 eV/A. For the LUMO energy (spin up / spin down), the calculation gives -0.589 / -0.588 eV. The value obtained for the total energy is -6531.33320 eV.

---

(2)
The following is a DFT calculation (ωB97M-V/def2-TZVPD) of C4H8NO7PS as an isolated structure.

The geometry in XYZ format:
```
22
Properties=species:S:1:pos:R:3:mulliken_charge:R:1
C -1.40645 0.70592 2.09452 -0.907
P -2.22379 -0.06369 0.65370 0.054
O -1.89941 -1.64717 1.04443 -0.510
C -0.94655 0.37005 -0.69254 -0.285
O -0.13287 1.51007 -0.34653 -0.329
S 0.83286 1.74669 -1.58674 1.110
O 2.03222 2.33618 -1.12669 -0.538
O 0.09945 2.30883 -2.66571 -0.584
O 1.07391 0.19893 -1.88200 -0.369
C 0.09164 -0.64309 -1.21128 0.318
C 0.86732 -1.47796 -0.20433 -0.704
O 1.51611 -0.68097 0.76916 -0.201
N 2.88975 -0.44208 0.38498 0.173
O 3.38251 0.33204 1.09184 -0.302
H -1.92638 1.63097 2.33839 0.343
H -0.34770 0.89991 1.94711 0.288
H -1.52881 0.02021 2.93377 0.331
H -2.29068 -2.24696 0.40019 0.322
H -1.56405 0.66710 -1.54532 0.578
H -0.31221 -1.30089 -1.98154 0.366
H 1.60037 -2.08174 -0.74411 0.442
H 0.19275 -2.14234 0.32871 0.406
```

The molecular weight is 245.15 g/mol. As for the total charge: 0. The value obtained for the largest force on an atom is 0.5 eV/A. For the LUMO energy, the calculation gives 0.052 eV. The value obtained for the total energy is -40220.90245 eV.

---

(3)
The following is a DFT calculation (ωB97M-V/def2-TZVPD) of C13H6BrCl3F2NO3Rh as an isolated structure.

The geometry in XYZ format:
```
30
Properties=species:S:1:pos:R:3:mulliken_charge:R:1
Rh 0.22394 0.53368 0.16136 0.729
Br -0.70982 -5.20219 1.41252 -0.017
C -1.64899 -2.97656 -0.95517 0.706
C -2.47934 -3.74303 -1.75551 -0.660
C -3.07116 -3.05429 -2.80359 -0.251
C -2.80622 -1.69784 -2.97761 -0.470
C -1.95486 -1.06135 -2.09781 0.145
N -1.37990 -1.73398 -1.07987 -0.256
C -1.65816 0.40011 -2.26967 0.187
O -2.15580 1.02456 -3.17193 -0.608
O -0.83123 0.93984 -1.40211 -0.538
H -2.65198 -4.79368 -1.57786 0.326
H -3.73648 -3.57138 -3.48382 0.404
H -3.24542 -1.12343 -3.77973 0.479
Cl 3.04751 -3.77847 5.39689 -0.219
C 2.56228 -2.53039 4.29237 0.302
C 1.65474 -2.82292 3.29159 -1.209
C 1.29509 -1.80229 2.43393 1.121
Cl 0.16195 -2.06674 1.14320 -0.078
C 1.79422 -0.50417 2.52368 0.272
O 1.44172 0.46611 1.69592 -0.659
C 2.70998 -0.25955 3.55398 0.416
Cl 3.37113 1.32850 3.72344 -0.194
C 3.09220 -1.25733 4.42934 -0.768
H 1.24192 -3.81556 3.18500 0.207
H 3.80126 -1.04152 5.21562 0.443
F -0.22429 3.19690 0.34126 -0.258
C 0.85684 2.42935 0.15430 0.560
F 1.38680 2.67775 -1.04910 -0.245
H 1.58821 2.56739 0.95108 0.134
```

The molecular weight is 551.36 g/mol. The spin multiplicity is 5. As for the total charge: 0. As for the expectation value of S²: 6.02. The value obtained for the largest force on an atom is 0.5 eV/A. For the LUMO energy (spin up / spin down), the calculation gives -0.152 / -3.840 eV. The value obtained for the total energy is -137258.75771 eV.

---

(4)
The following is a DFT calculation (ωB97M-V/def2-TZVPD) of C20H14BrCrIN2O8 as an isolated structure.

The geometry in XYZ format:
```
47
Properties=species:S:1:pos:R:3:mulliken_charge:R:1
Cr 0.08849 0.75754 1.07232 0.048
C 0.78045 -2.37992 0.05434 -0.513
C 2.03283 -1.91581 0.16596 -0.683
C 2.18077 -1.13822 1.43997 0.373
C 0.86612 -1.39773 2.12821 -1.200
C 0.03755 -2.02733 1.27137 -0.262
H 0.35565 -2.89129 -0.79691 0.528
H 2.80483 -1.98864 -0.58615 0.491
H 3.07092 -1.40007 2.02696 0.511
H 0.62492 -1.02996 3.11442 0.518
H -1.00949 -2.23707 1.44003 0.404
O -3.94486 0.99706 0.50038 -0.741
C -2.76791 1.31152 0.47054 0.001
O -1.79559 0.46441 0.63549 -0.272
C -2.39955 2.75388 0.16447 0.292
C -3.45103 3.62892 0.00408 -0.493
C -3.23709 4.95978 -0.33068 -0.448
C -1.95811 5.43428 -0.55388 -0.393
C -0.90417 4.56511 -0.42946 -0.211
C -1.05010 3.20918 -0.00177 0.993
O -0.01191 2.50164 0.22243 -0.428
N 0.42095 5.08929 -0.74944 0.913
O 1.20792 4.35618 -1.31240 -0.531
O 0.63956 6.26335 -0.49219 -0.624
N -4.36282 5.86435 -0.47792 1.045
O -4.13375 7.01735 -0.80934 -0.663
O -5.48092 5.43081 -0.26331 -0.647
H -4.45388 3.24906 0.13657 0.620
H -1.78527 6.46277 -0.83212 0.589
C 3.16720 0.96765 0.21271 -1.487
C 2.12118 0.38343 1.12308 1.173
O 1.67135 1.14043 2.12538 -0.744
H 4.13048 1.05054 0.73373 0.301
H 2.85806 1.96983 -0.08728 0.284
H 3.31468 0.36140 -0.68247 0.297
Br -1.17657 -1.62905 -5.43802 -0.202
C 0.23000 -0.39062 -5.16077 0.160
C 1.14664 -0.22065 -6.19028 -0.460
C 2.19744 0.66898 -6.04023 -0.450
C 2.33157 1.38928 -4.86195 -0.748
C 1.41622 1.21713 -3.83702 -0.117
C 0.35590 0.32367 -3.97638 -0.086
I -0.93725 0.15813 -2.35688 0.302
H 1.02766 -0.78812 -7.10291 0.368
H 2.90766 0.79854 -6.84649 0.349
H 3.14567 2.09101 -4.73675 0.400
H 1.50920 1.78359 -2.91863 0.444
```

The molecular weight is 669.14 g/mol. The spin multiplicity is 4. As for the total charge: -1. As for the expectation value of S²: 4.11. The value obtained for the largest force on an atom is 0.2 eV/A. For the LUMO energy (spin up / spin down), the calculation gives 2.189 / 2.189 eV. The value obtained for the total energy is -146889.40779 eV.

---

(5)
The following is a DFT calculation (ωB97M-V/def2-TZVPD) of one molecule with the formula C6H6O3 at a distorted geometry.

The geometry in XYZ format:
```
15
Properties=species:S:1:pos:R:3:mulliken_charge:R:1
O -1.72676 1.19166 -2.25418 -0.529
C -0.78420 0.69603 -1.47534 0.581
C 0.36660 -0.22656 -1.59681 -0.583
C 1.03643 -0.79396 -0.59317 -0.059
C 1.31867 -0.47044 0.91059 -0.691
O 0.75976 0.74028 1.19456 -0.464
C -0.69383 0.58528 1.31136 -0.300
C -1.34269 0.88299 -0.01701 0.382
O -2.47387 0.96329 0.11468 -0.404
H 0.05800 -0.78646 -2.48995 0.252
H 1.67791 -1.53583 -0.96845 0.383
H 2.29056 -0.36771 0.72585 0.466
H 1.48313 -1.39098 1.52683 0.361
H -0.75914 -0.64787 1.55131 0.249
H -1.21057 1.16029 2.05972 0.356
```

The molecular weight is 126.11 g/mol. As for the SMILES: O=C1C=CCOCC1=O. As for the total charge: 0. The value obtained for the largest force on an atom is 7.1 eV/A. For the LUMO energy, the calculation gives -0.755 eV. The value obtained for the total energy is -12456.41838 eV.

---

(6)
The following is a DFT calculation (ωB97M-V/def2-TZVPD) of one molecule with the formula C3H4O2.

The geometry in XYZ format:
```
9
Properties=species:S:1:pos:R:3:mulliken_charge:R:1
O 1.32215 0.46639 -1.05114 -0.509
C 0.75257 -0.20625 0.01792 0.026
C -0.68609 -0.66903 -0.09687 -0.107
O -0.91624 -0.76373 1.31301 -0.418
C -0.38434 0.43951 0.74811 -0.285
H 0.72746 1.18718 -1.29651 0.311
H 1.49222 -0.78873 0.56506 0.357
H -1.40462 -0.94304 -0.84916 0.313
H -0.75448 1.42808 0.96777 0.311
```

The molecular weight is 72.06 g/mol. As for the SMILES: O[C@@H]1[C@H]2O[C@@H]12. As for the total charge: 0. The value obtained for the largest force on an atom is 0.4 eV/A. For the LUMO energy, the calculation gives 0.853 eV. The value obtained for the total energy is -7267.03892 eV.

---

> Which of these has the lowest molecular weight?

HN3O

---

> Look up the total charge of the fifth one.

0

---

> Among the records above, which one has the lowest molecular weight?

HN3O

---

What did the fourth record say?
The following is a DFT calculation (ωB97M-V/def2-TZVPD) of C20H14BrCrIN2O8 as an isolated structure.

The geometry in XYZ format:
```
47
Properties=species:S:1:pos:R:3:mulliken_charge:R:1
Cr 0.08849 0.75754 1.07232 0.048
C 0.78045 -2.37992 0.05434 -0.513
C 2.03283 -1.91581 0.16596 -0.683
C 2.18077 -1.13822 1.43997 0.373
C 0.86612 -1.39773 2.12821 -1.200
C 0.03755 -2.02733 1.27137 -0.262
H 0.35565 -2.89129 -0.79691 0.528
H 2.80483 -1.98864 -0.58615 0.491
H 3.07092 -1.40007 2.02696 0.511
H 0.62492 -1.02996 3.11442 0.518
H -1.00949 -2.23707 1.44003 0.404
O -3.94486 0.99706 0.50038 -0.741
C -2.76791 1.31152 0.47054 0.001
O -1.79559 0.46441 0.63549 -0.272
C -2.39955 2.75388 0.16447 0.292
C -3.45103 3.62892 0.00408 -0.493
C -3.23709 4.95978 -0.33068 -0.448
C -1.95811 5.43428 -0.55388 -0.393
C -0.90417 4.56511 -0.42946 -0.211
C -1.05010 3.20918 -0.00177 0.993
O -0.01191 2.50164 0.22243 -0.428
N 0.42095 5.08929 -0.74944 0.913
O 1.20792 4.35618 -1.31240 -0.531
O 0.63956 6.26335 -0.49219 -0.624
N -4.36282 5.86435 -0.47792 1.045
O -4.13375 7.01735 -0.80934 -0.663
O -5.48092 5.43081 -0.26331 -0.647
H -4.45388 3.24906 0.13657 0.620
H -1.78527 6.46277 -0.83212 0.589
C 3.16720 0.96765 0.21271 -1.487
C 2.12118 0.38343 1.12308 1.173
O 1.67135 1.14043 2.12538 -0.744
H 4.13048 1.05054 0.73373 0.301
H 2.85806 1.96983 -0.08728 0.284
H 3.31468 0.36140 -0.68247 0.297
Br -1.17657 -1.62905 -5.43802 -0.202
C 0.23000 -0.39062 -5.16077 0.160
C 1.14664 -0.22065 -6.19028 -0.460
C 2.19744 0.66898 -6.04023 -0.450
C 2.33157 1.38928 -4.86195 -0.748
C 1.41622 1.21713 -3.83702 -0.117
C 0.35590 0.32367 -3.97638 -0.086
I -0.93725 0.15813 -2.35688 0.302
H 1.02766 -0.78812 -7.10291 0.368
H 2.90766 0.79854 -6.84649 0.349
H 3.14567 2.09101 -4.73675 0.400
H 1.50920 1.78359 -2.91863 0.444
```

The molecular weight is 669.14 g/mol. The spin multiplicity is 4. As for the total charge: -1. As for the expectation value of S²: 4.11. The value obtained for the largest force on an atom is 0.2 eV/A. For the LUMO energy (spin up / spin down), the calculation gives 2.189 / 2.189 eV. The value obtained for the total energy is -146889.40779 eV.